Formula: C27H31F2Si
Source: the Open Molecules 2025 dataset
Level of theory: wB97M-V/def2-TZVPD

## Properties
net charge	+1
ΔE to the lowest compared entry with this formula, charge and spin	11.2	kcal per mole
energy	-41807.657	eV
orbital gap	4.582	eV

Geometry (Å):
C1 1.4266 2.6848 1.6243
Si1 1.5241 0.8351 1.3625
C2 0.7837 0.4480 -0.3049
C3 3.2568 0.1362 1.5189
C4 0.5822 0.0497 2.8464
C5 -0.6734 -0.7796 2.6510
C6 -0.6229 -2.1005 3.0242
C7 -1.8849 -0.0863 2.1462
C8 -2.0745 1.3008 2.3587
C9 -3.1818 1.9758 1.8491
C10 -4.1918 1.2811 1.1763
C11 -4.0445 -0.1004 0.9867
C12 -2.9114 -0.7740 1.4638
H1 1.7648 2.9594 2.6306
H2 2.0510 3.2182 0.8956
H3 0.3940 3.0336 1.5051
H4 0.7491 -0.6348 -0.4774
H5 -0.2334 0.8502 -0.3876
H6 1.3958 0.9004 -1.0990
H7 3.2429 -0.9558 1.4116
H8 3.9329 0.5401 0.7563
H9 3.6845 0.3662 2.5029
H10 1.3473 -0.5783 3.3275
H11 0.3822 0.8930 3.5296
H12 -1.4836 -2.7625 2.9375
H13 0.3191 -2.5172 3.3679
H14 -1.3490 1.8502 2.9600
H15 -3.2226 3.0513 2.0037
H16 -5.0847 1.8067 0.8371
H17 -4.8195 -0.6609 0.4596
H18 -2.8066 -1.8498 1.3077
C13 4.1207 -3.5151 10.7570
C14 3.4400 -3.6817 9.4423
C15 2.4011 -4.5950 9.2610
F1 2.0637 -5.3653 10.3548
C16 1.7242 -4.7338 8.0590
C17 1.9726 -3.8237 6.9781
C18 1.1388 -3.7324 5.8189
C19 -0.0412 -4.4959 5.5524
C20 -0.9808 -4.8857 6.5657
C21 -2.0738 -5.6730 6.2522
F2 -2.8346 -6.1897 7.2742
C22 -2.3984 -6.0502 4.9519
C23 -3.5835 -6.8961 4.6688
C24 -1.5061 -5.6365 3.9447
C25 -0.3601 -4.9095 4.2214
C26 3.1246 -2.9893 7.1140
C27 3.8344 -2.9470 8.3057
H19 5.0080 -2.8949 10.5683
H20 3.4894 -3.0101 11.5053
H21 4.4370 -4.4683 11.2007
H22 0.9598 -5.5064 7.9675
H23 1.4543 -2.9718 5.0936
H24 -0.8106 -4.5459 7.5858
H25 -3.7262 -6.8856 3.5834
H26 -3.4624 -7.9409 4.9880
H27 -4.4980 -6.5286 5.1473
H28 -1.7374 -5.9192 2.9166
H29 0.3298 -4.6140 3.4219
H30 3.3813 -2.3657 6.2598
H31 4.7152 -2.3123 8.3885

Formula: C27H31F6O18PS
Source: the Open Molecules 2025 dataset
Level of theory: wB97M-V/def2-TZVPD

## Properties
SMILES string	O=C1OC[C@@H](F)O1.O=C1OC[C@@H](F)O1.O=C1OC[C@@H](F)O1.O=C1OC[C@@H](F)O1.O=C1OC[C@@H](F)O1.O=C1OC[C@@H](F)O1.CCSCPc1ccccc1
energy	-101785.934	eV
orbital gap	8.542	eV

Geometry (Å):
C1 2.7136 -8.1394 -4.6409
C2 1.6343 -7.1401 -5.0909
S1 0.0723 -7.3290 -4.1791
C3 0.2306 -6.0544 -2.9087
P1 1.5976 -6.3400 -1.6582
C4 2.3897 -4.6875 -1.6435
C5 2.0472 -3.6642 -0.7674
C6 2.6911 -2.4368 -0.8483
C7 3.6665 -2.2409 -1.8068
C8 4.0195 -3.2506 -2.6846
C9 3.3821 -4.4799 -2.5950
H1 2.6579 -8.2754 -3.5645
H2 3.7174 -7.8086 -4.9045
H3 2.5047 -9.1088 -5.0900
H4 1.3901 -7.3293 -6.1343
H5 1.9636 -6.1040 -5.0237
H6 -0.7150 -5.9688 -2.3774
H7 0.4024 -5.0938 -3.3938
H8 0.8843 -6.3096 -0.4377
H9 1.2787 -3.8670 -0.0327
H10 2.4184 -1.6379 -0.1708
H11 4.1686 -1.2846 -1.8810
H12 4.7835 -3.1156 -3.4367
H13 3.6606 -5.2877 -3.2602
C10 -0.6605 -1.4212 1.7326
C11 -0.9558 -2.0735 0.4025
O1 -2.0608 -1.3168 -0.0713
C12 -1.9773 -0.0830 0.4827
O2 -2.6087 0.8629 0.1396
O3 -1.0776 -0.0707 1.4921
F1 -1.3251 -3.3684 0.5348
H14 -1.2658 -1.8508 2.5322
H15 0.3865 -1.4610 2.0039
H16 -0.1413 -2.0079 -0.3202
C13 -4.1133 1.4263 2.8745
C14 -4.0745 0.4765 4.0482
O4 -3.6761 1.3204 5.1101
C15 -4.0856 2.5894 4.8123
O5 -4.1224 3.4857 5.5805
O6 -4.4513 2.6660 3.5071
F2 -3.1473 -0.5035 3.8825
H17 -3.1377 1.5144 2.3990
H18 -4.8546 1.1576 2.1256
H19 -5.0308 0.0140 4.2964
C16 -5.4561 3.1824 -0.1157
C17 -6.2615 4.4488 -0.2921
O7 -7.2889 4.0347 -1.1720
C18 -7.4822 2.6918 -0.9856
O8 -8.4129 2.0848 -1.3841
O9 -6.4548 2.1707 -0.2708
F3 -5.5478 5.4384 -0.8887
H20 -4.7028 3.0755 -0.8979
H21 -4.9780 3.1095 0.8563
H22 -6.7051 4.8396 0.6246
C19 -5.0729 5.7211 -4.1860
C20 -6.5206 5.6139 -4.6078
O10 -6.4216 4.9952 -5.8778
C21 -5.2750 4.2573 -5.8952
O11 -5.0087 3.4388 -6.7056
O12 -4.4884 4.5911 -4.8407
F4 -7.1059 6.8277 -4.7458
H23 -4.6187 6.6384 -4.5638
H24 -4.9297 5.6583 -3.1129
H25 -7.1393 4.9966 -3.9540
C22 3.2788 1.4216 3.0163
C23 3.3383 -0.0857 2.9301
O13 4.4223 -0.2997 2.0511
C24 5.2614 0.7671 2.1655
O14 6.3745 0.7860 1.7609
O15 4.6497 1.7886 2.8158
F5 2.2121 -0.6112 2.3727
H26 2.6715 1.8361 2.2103
H27 2.9202 1.7927 3.9721
H28 3.5306 -0.5924 3.8763
C25 7.4655 2.6909 3.9531
C26 8.8904 3.0250 4.3285
O16 8.7207 3.9067 5.4252
C27 7.5313 3.6075 6.0203
O17 7.1944 3.9877 7.0888
O18 6.7947 2.8025 5.2157
F6 9.5485 3.6695 3.3364
H29 7.0526 3.4207 3.2563
H30 7.3453 1.6993 3.5376
H31 9.4886 2.1702 4.6484

Formula: C27H31N17P2PbS
Source: the Open Molecules 2025 dataset
Level of theory: wB97M-V/def2-TZVPD

## Properties
ΔE to the lowest compared entry with this formula, charge and spin	0.0	kcal per mole
energy	-88493.378	eV
orbital gap	7.505	eV

Geometry (Å):
Pb1 -0.2133 0.3666 -0.1810
N1 -2.6095 4.0040 2.6771
C1 -2.6831 2.8584 1.9814
N2 -1.4636 2.5109 1.6140
C2 -0.6774 3.4869 2.1628
N3 -1.3340 4.4480 2.7994
C3 0.7575 3.5378 1.8852
C4 1.5556 4.6405 2.1726
N4 2.7932 4.7787 1.7795
C5 3.2981 3.7562 1.0643
C6 2.5008 2.6698 0.7135
N5 1.2596 2.5331 1.1670
H1 -3.3085 4.5648 3.1342
H2 -3.6019 2.3632 1.7396
H3 1.1162 5.4094 2.8101
H4 4.3108 3.8573 0.6748
H5 2.9006 1.8766 0.1638
N6 1.6739 1.0408 -3.5842
C7 1.3534 -0.2357 -3.2990
N7 1.7822 -1.2707 -4.0321
N8 1.2109 -2.3504 -3.4937
N9 0.4767 -2.0159 -2.5057
N10 0.5294 -0.6663 -2.3119
C8 1.1715 2.0800 -2.9084
N11 1.4175 3.3295 -3.3067
N12 0.8466 4.1021 -2.3976
N13 0.2943 3.3966 -1.4823
N14 0.4820 2.0906 -1.7689
H6 2.1127 1.2040 -4.4799
C9 -5.2820 -0.6936 0.8574
N15 -5.0042 -1.1340 -0.4740
C10 -5.8323 -1.9446 -1.2167
C11 -5.4299 -1.9303 -2.5024
N16 -4.3117 -1.1085 -2.5398
C12 -4.0911 -0.5659 -1.3185
S1 -3.0617 0.7612 -0.9692
C13 -3.5586 -0.7133 -3.7203
C14 -2.3299 -1.3065 -3.9509
C15 -1.5641 -0.8040 -5.0190
C16 -2.1033 0.1891 -5.7865
C17 -3.3867 0.6544 -5.4788
N17 -4.1086 0.1941 -4.4680
H7 -5.4665 -1.5553 1.4951
H8 -6.1983 -0.0869 0.8495
H9 -4.4311 -0.1346 1.2649
H10 -6.5982 -2.5019 -0.7031
H11 -5.8453 -2.4619 -3.3470
H12 -1.9540 -2.1110 -3.3410
H13 -0.5533 -1.1390 -5.2658
H14 -1.5303 0.6222 -6.6111
H15 -3.8732 1.4525 -6.0653
C18 -0.0838 -0.7068 4.1994
P1 0.5252 -1.8830 2.9098
C19 0.3974 -3.4819 3.8886
C20 2.3251 -1.6807 3.0518
C21 2.9784 -1.8499 4.2599
C22 4.3327 -1.7270 4.4128
C23 5.1193 -1.5046 3.2853
C24 4.4821 -1.3258 2.0563
C25 3.1100 -1.4110 1.9013
P2 2.3673 -1.2284 0.2510
C26 1.9962 -2.9210 -0.2537
C27 3.8365 -0.8715 -0.8182
H16 0.1343 0.3137 3.8175
H17 0.3864 -0.9105 5.1514
H18 -1.1762 -0.7978 4.2797
H19 0.4486 -3.3109 4.9502
H20 1.1913 -4.1799 3.5873
H21 -0.5196 -4.0068 3.6857
H22 2.3958 -2.0748 5.1792
H23 4.7793 -1.8656 5.4070
H24 6.2079 -1.4024 3.3053
H25 5.1511 -1.1135 1.2615
H26 2.6603 -3.6064 0.2251
H27 2.1932 -3.0334 -1.3138
H28 0.9350 -3.2041 -0.0744
H29 4.5961 -1.6583 -0.7906
H30 4.2817 0.0811 -0.4478
H31 3.5106 -0.6877 -1.8454

Formula: C27H31N5O4
Source: the Open Molecules 2025 dataset
Level of theory: wB97M-V/def2-TZVPD

## Properties
SMILES string	CN(C)c1ccc(/N=N/c2ccccc2C(=O)O)cc1.CNC(=O)[C@H](Cc1ccccc1)NC(C)=O
ΔE to the lowest compared entry with this formula, charge and spin	68.2	kcal per mole
energy	-44142.262	eV
orbital gap	6.926	eV

Geometry (Å):
O1 -2.4766 6.3173 0.8457
O2 4.2197 -3.1150 3.1867
O3 7.0953 -3.7326 -0.5364
N1 -3.5138 2.8444 -0.7677
N2 -3.3018 4.0858 -0.5488
O4 -2.7740 8.3625 -0.0295
C1 -2.9220 7.0152 -0.0502
C2 3.9552 -3.3732 2.0233
C3 5.9947 -3.9302 -1.0278
C4 0.2789 -0.7914 -0.4385
C5 -5.1012 5.4996 -3.4774
C6 -4.9583 6.8630 -3.2573
C7 0.5836 -1.7828 -1.3859
C8 1.3038 -0.1870 0.3085
C9 -3.4848 0.5788 -0.0625
C10 -2.4778 2.2258 1.3806
C11 -4.5344 4.6001 -2.5797
C12 -4.2464 7.3182 -2.1455
C13 -3.1873 -0.4222 0.8671
C14 -2.1704 1.2195 2.3049
C15 1.9195 -2.1666 -1.5906
C16 2.6399 -0.5735 0.1088
C17 -3.1401 1.9091 0.1836
C18 -3.8160 5.0307 -1.4389
C19 -3.6596 6.4296 -1.2119
C20 -2.5221 -0.1184 2.0645
C21 2.9486 -1.5629 -0.8426
N3 5.9142 -4.6309 -2.1647
N4 -2.2116 -1.1284 2.9928
N5 4.8581 -3.1600 1.0659
C22 2.5986 -3.9649 1.6882
C23 4.7122 -4.9705 -2.9293
C24 -2.9710 -2.3948 3.0289
C25 -1.0853 -0.9701 3.9360
C26 4.3787 -2.0040 -1.0523
C27 4.7195 -3.3471 -0.3874
H1 -2.2793 8.5327 0.7860
H2 -0.7443 -0.4853 -0.2858
H3 -5.6514 5.1381 -4.3415
H4 -5.3978 7.5754 -3.9499
H5 -0.2092 -2.2396 -1.9608
H6 1.0617 0.5749 1.0365
H7 -3.9983 0.3279 -0.9850
H8 -2.2094 3.2565 1.5974
H9 -4.6692 3.5435 -2.7840
H10 -4.1574 8.3933 -2.0132
H11 -3.4654 -1.4432 0.6362
H12 -1.6692 1.5006 3.2235
H13 2.1518 -2.9235 -2.3247
H14 3.4267 -0.1145 0.6910
H15 6.8053 -4.9445 -2.5209
H16 5.7572 -2.8330 1.3898
H17 2.0464 -4.1155 2.6147
H18 2.7283 -4.9219 1.1891
H19 2.0431 -3.2779 1.0559
H20 4.9858 -5.5877 -3.7875
H21 4.0130 -5.5317 -2.3066
H22 4.2266 -4.0650 -3.2977
H23 -2.6278 -3.0664 2.2354
H24 -4.0422 -2.2062 2.9007
H25 -2.8379 -2.9005 3.9911
H26 -0.2279 -0.5043 3.4389
H27 -1.3838 -0.3512 4.7881
H28 -0.7557 -1.9428 4.3154
H29 5.0587 -1.2361 -0.6801
H30 4.5458 -2.0795 -2.1271
H31 3.9098 -4.0459 -0.5856

Formula: C27H32BrClFeN2O4
Source: the Open Molecules 2025 dataset
Level of theory: wB97M-V/def2-TZVPD

## Properties
net charge	-1
energy	-156640.195	eV
⟨S²⟩	8.79
multiplicity	6
orbital gap (spin up / spin down)	3.173 / 7.136	eV

Geometry (Å):
Fe1 -0.1828 -0.1585 -0.3111
Cl1 1.7127 -0.1950 -1.5071
N1 0.0343 1.8678 0.1213
N2 0.0190 -2.1771 0.1892
C1 -0.9021 2.6622 -0.3793
C2 -0.7071 -2.9738 -0.5708
C3 1.0829 2.7356 0.7058
C4 0.3653 4.0825 0.8249
C5 2.2610 2.8930 -0.2333
C6 1.5277 2.2312 2.0536
H1 1.9625 3.4400 -1.1339
H2 2.6652 1.9239 -0.5327
H3 3.0395 3.4758 0.2726
H4 0.6650 1.9874 2.6774
H5 2.0980 3.0238 2.5559
H6 2.1737 1.3529 1.9612
C7 1.0024 -3.0132 0.9226
C8 0.7629 -4.4154 0.3616
C9 0.6935 -3.0080 2.4028
C10 2.4321 -2.5840 0.6821
H7 2.6457 -2.5159 -0.3863
H8 3.1136 -3.3163 1.1395
H9 2.6415 -1.6116 1.1326
H10 -0.2255 -3.5746 2.5928
H11 0.5596 -1.9877 2.7673
H12 1.5080 -3.4761 2.9701
O1 -0.3974 -4.2563 -0.5600
H13 0.4639 -5.1566 1.1162
H14 1.5924 -4.8157 -0.2388
O2 -0.8252 3.9411 -0.0513
H15 0.9263 4.9297 0.4212
H16 0.0113 4.3047 1.8426
C11 -2.0166 2.2221 -1.2838
C12 -1.8416 -2.5314 -1.4564
C13 -1.4998 -1.3377 -2.3075
H17 -2.6380 -2.2049 -0.7526
H18 -2.2203 -3.3868 -2.0282
C14 -1.4004 -0.1278 -1.6932
C15 -1.5949 1.1204 -2.2202
H19 -0.9684 0.2030 1.3832
C16 -1.3333 1.1895 -3.5999
C17 -1.1409 -0.0185 -4.3077
C18 -1.2491 2.5422 -4.2551
C19 -1.2367 -1.2834 -3.6862
H20 -1.0063 0.0336 -5.3934
C20 -1.0631 -2.5731 -4.4283
H21 -0.8443 -2.4012 -5.4923
H22 -1.9848 -3.1650 -4.3395
H23 -0.2482 -3.1669 -3.9784
H24 -2.1833 3.1013 -4.0993
H25 -1.0702 2.4496 -5.3392
H26 -0.4300 3.1427 -3.8171
H27 -2.4062 3.1145 -1.7987
H28 -2.8134 1.8294 -0.6116
Br1 -2.3221 3.0197 3.5847
C21 -2.5532 1.4694 4.6439
C22 -2.8360 1.5030 6.0025
C23 -2.9572 0.3254 6.7449
C24 -2.9581 -0.9073 6.0915
C25 -2.7031 -0.9898 4.7407
C26 -2.3754 0.1951 4.0690
C27 -1.3572 0.1639 3.0454
O3 -1.8143 0.4884 1.8042
O4 -0.1666 -0.1265 3.2307
H29 -2.9352 2.4707 6.4924
H30 -3.0623 0.3638 7.8268
H31 -3.1471 -1.8239 6.6393
H32 -2.6875 -1.9249 4.1679

Formula: C27H32BrN9O2S5V
Source: the Open Molecules 2025 dataset
Level of theory: wB97M-V/def2-TZVPD

## Properties
ΔE to the lowest compared entry with this formula, charge and spin	41.4	kcal per mole
energy	-195931.443	eV
⟨S²⟩	0.75
multiplicity	2
orbital gap (spin up / spin down)	6.949 / 6.402	eV

Geometry (Å):
V1 -0.3106 -0.7841 -0.3633
N1 0.0657 1.2811 0.2616
C1 -0.1275 1.4459 1.7309
C2 0.0188 0.0977 2.4317
N2 -0.7888 -0.9392 1.7416
C3 -2.2543 -0.8602 1.9830
C4 -2.9548 -0.0074 0.9240
N3 -2.3395 -0.2329 -0.4133
H1 1.0054 1.5708 0.0145
H2 -0.5539 1.8949 -0.2806
H3 -1.1150 1.8587 1.9209
H4 0.5942 2.1442 2.1507
H5 -0.2643 0.1942 3.4833
H6 1.0591 -0.2192 2.3773
H7 -0.4666 -1.8453 2.0577
H8 -2.4686 -0.4639 2.9795
H9 -2.6427 -1.8752 1.9395
H10 -2.8594 1.0513 1.1531
H11 -4.0200 -0.2367 0.9225
H12 -2.4464 0.6210 -0.9782
H13 -2.8351 -0.9708 -0.9040
C5 -1.0736 -0.7618 -5.7433
C6 -0.0823 -0.6844 -4.6107
C7 1.2866 -0.6275 -4.8153
C8 2.1461 -0.4787 -3.7393
C9 1.5936 -0.4152 -2.4842
Br1 2.7258 -0.0772 -0.9927
N4 0.2862 -0.5259 -2.2328
C10 -0.5247 -0.6414 -3.3004
H14 -0.5644 -0.7747 -6.7063
H15 -1.7407 0.1020 -5.7195
H16 -1.6886 -1.6606 -5.6678
H17 1.6876 -0.6801 -5.8215
H18 3.2173 -0.4271 -3.8617
H19 -1.5844 -0.6823 -3.0839
S1 0.8904 7.0911 -0.3751
C11 -0.1879 5.8620 -0.6677
S2 0.0631 4.6453 -1.8770
C12 -1.3865 3.7798 -1.3946
N5 -1.9910 4.3590 -0.4071
N6 -1.3442 5.5413 -0.0351
C13 -2.0034 6.2960 0.9879
C14 -1.9766 7.6821 0.9986
C15 -2.6557 8.3700 1.9964
C16 -3.3651 7.6883 2.9754
C17 -3.3950 6.3001 2.9505
C18 -2.7178 5.6035 1.9612
S3 -1.8444 2.3187 -2.1853
H20 -1.4359 8.2225 0.2362
H21 -2.6319 9.4538 1.9971
H22 -3.8971 8.2337 3.7461
H23 -3.9497 5.7522 3.7041
H24 -2.7490 4.5240 1.9210
N7 5.2467 -5.4752 3.6835
C19 4.6236 -5.0859 2.5110
C20 4.5914 -3.7337 2.1404
C21 4.0260 -3.3502 0.9413
C22 3.4753 -4.3096 0.0927
C23 3.4952 -5.6505 0.4517
C24 4.0679 -6.0357 1.6525
S4 2.6858 -3.8051 -1.3929
O1 2.2463 -5.0075 -2.0597
O2 3.5732 -2.9197 -2.0915
N8 1.4243 -2.9139 -0.8895
C25 0.2610 -3.5207 -0.6451
S5 -0.0298 -5.2385 -0.3779
C26 -1.6939 -4.9039 -0.0277
C27 -1.9443 -3.5947 -0.1454
N9 -0.8590 -2.7918 -0.4845
H25 5.4469 -4.7746 4.3724
H26 5.0695 -6.3980 4.0352
H27 5.0276 -2.9894 2.7998
H28 4.0148 -2.3065 0.6455
H29 3.0641 -6.3829 -0.2198
H30 4.0948 -7.0847 1.9297
H31 -2.3878 -5.6939 0.2158
H32 -2.9222 -3.1469 -0.0232